{"formula": "C3H2ClNOS2", "method": "the ωB97M-V functional and the def2-TZVPD basis", "species": ["C", "C", "C", "N", "O", "S", "S", "Cl", "H", "H"], "positions_angstrom": [[-1.525, 0.733, -0.012], [-1.619, -0.592, 0.070], [0.581, 0.455, 0.686], [-0.283, 1.255, 0.345], [0.581, -1.984, -0.455], [3.441, 0.848, 0.558], [-0.041, -1.321, 0.686], [3.586, 0.396, -1.356], [-2.271, 1.431, -0.353], [-2.450, -1.223, -0.169]], "lowdin_charge": [-0.188, -0.196, -0.270, 0.004, -0.512, 0.081, 0.917, -0.023, 0.111, 0.076], "e_homo_ev": [-8.674, -8.665], "homo_lumo_gap_ev": [5.893, 5.886], "e_tot_ev": -40867.935, "relative_energy_kj_mol": 585.5}